The following is a DFT calculation (wB97M-V/def2-TZVPD) of a cluster of 3 separate species, C26H44BIO11 in total at a distorted geometry.

```
! wB97M-V def2-TZVPD RIJCOSX def2/J DEFGRID3
* xyz 0 1
C -1.83095 1.93719 2.34793
C -2.86659 0.85419 2.10409
C -2.70659 -0.26442 0.87060
C -2.69330 0.68222 -0.45020
C -2.67060 -0.08087 -1.89488
C -1.17384 -0.37857 -2.50649
C -0.57717 1.00910 -3.15909
C 0.55548 1.76365 -2.24080
C 1.75667 0.77673 -1.70894
C 1.50773 0.49414 -0.11121
C 2.80764 -0.19358 0.65878
O 3.55060 -1.12415 -0.20456
C 2.76385 -2.31507 -0.55824
O -1.50849 -0.98968 1.31543
C -1.96887 -1.51222 2.64557
O -1.18186 -1.65788 3.71470
O -3.43314 -1.80314 2.48504
C -3.80013 -1.46441 1.06822
B -5.40712 -1.08506 1.26689
C -6.08309 0.38766 0.98822
O -6.32342 -2.15121 1.78234
C -3.50768 -2.94859 0.35594
I -3.73802 -4.62252 1.81540
C -4.54803 -3.30378 -0.86336
C -3.62919 -4.10048 -2.01222
H -0.93243 2.05952 1.60638
H -1.92912 2.59289 3.33832
H -3.75774 0.84129 2.87980
H -3.56907 1.48670 -0.50300
H -1.69462 1.33439 -0.39902
H -3.27197 -1.08170 -1.95184
H -3.19698 0.65714 -2.67207
H -1.34204 -1.12022 -3.42687
H -0.44489 -0.93438 -1.77953
H -1.43167 1.81227 -3.37687
H -0.09614 0.79305 -4.22956
H 1.05779 2.58714 -2.94368
H 0.03825 2.36801 -1.37336
H 1.78891 -0.19813 -2.37113
H 2.76388 1.36119 -1.84811
H 1.14775 1.49516 0.38507
H 0.62692 -0.27265 -0.00115
H 3.44524 0.67584 1.11805
H 2.33012 -0.85838 1.52782
H 2.30501 -2.21474 -1.65503
H 3.50303 -3.23131 -0.60697
H 1.92610 -2.60328 0.21296
H -6.10541 1.03603 1.99028
H -7.20862 0.17613 0.65213
H -5.60125 1.00212 0.11712
H -6.83078 -2.43097 0.95068
H -2.39224 -3.04720 -0.02512
H -5.33380 -4.09203 -0.49905
H -4.99742 -2.37699 -1.41959
H -4.14885 -4.12761 -3.06419
H -3.26611 -5.14414 -1.61944
H -2.65168 -3.43087 -2.15739
C 0.31021 7.86559 3.63288
C -0.04811 6.39674 3.52877
C 1.09015 5.48115 3.86129
O 0.78955 4.32501 3.10008
C 0.05590 4.74622 2.02687
O -0.20957 4.05988 1.05741
O -0.34631 6.04507 2.18770
H 0.72634 8.10688 4.61482
H 1.02983 8.15393 2.85871
H -0.58076 8.48249 3.47413
H -0.92963 6.17740 4.14393
H 1.13348 5.24073 4.92734
H 2.06687 5.86287 3.54296
C 6.86927 -2.91258 -0.51522
C 7.29087 -2.98090 -1.96929
C 6.15131 -3.23388 -2.90840
O 6.78323 -3.89414 -3.99062
C 7.88187 -4.52205 -3.47471
O 8.55182 -5.34564 -4.06991
O 8.13346 -4.09856 -2.19722
H 6.07326 -2.17835 -0.36393
H 6.52809 -3.88942 -0.15507
H 7.72250 -2.63117 0.11120
H 7.84290 -2.07427 -2.24658
H 5.67614 -2.30830 -3.24553
H 5.38324 -3.89820 -2.49640
*
```

Values from the calculation:
HOMO: -0.3364 Eh
gap between HOMO and LUMO: 0.3399 Ha
structure (SMILES): C=C[C@@]1(CCCCCCCCOC)OC(=O)O[C@]1(B(C)O)[C@@H](I)CC.C[C@@H]1COC(=O)O1.C[C@@H]1COC(=O)O1



The following is a DFT calculation (wB97M-V/def2-TZVPD) of a structure of composition C2Br4S2 at a distorted geometry.

```
! wB97M-V def2-TZVPD RIJCOSX def2/J DEFGRID3
* xyz 0 3
C 1.08380 -0.63379 0.32602
C -1.19559 0.39302 0.58301
S 0.84882 0.88171 1.37864
S -0.54998 -1.29821 0.35569
Br 1.56583 -0.28907 -1.73509
Br 2.55261 -1.85846 0.96280
Br -2.54581 0.39145 1.86410
Br -1.60770 1.38256 -0.97591
*
```

Values from the calculation:
HOMO (alpha / beta): -0.2819 / -0.3545 Eh
gap between HOMO and LUMO (alpha / beta): 0.2491 / 0.2219 Ha
<S²>: 2.013



The following is a DFT calculation (wB97M-V/def2-TZVPD) of a structure of composition C7H9N5 at a distorted geometry.

```
! wB97M-V def2-TZVPD RIJCOSX def2/J DEFGRID3
* xyz 0 1
C -1.83639 -0.79928 -1.97020
C -0.64545 -0.42480 -1.54783
C -0.94926 -0.43783 1.65770
C 0.25058 -0.50547 -0.44818
C -0.11373 -1.20923 0.78757
C -0.74996 0.46309 2.49062
C 1.30134 0.31961 -0.49528
N -1.60964 -0.37864 -3.23033
N -0.51075 0.31270 -2.75837
N 0.68819 0.84943 2.72665
N 1.90167 0.46587 0.77599
N 1.58672 0.15591 2.03727
H 0.25086 -2.21607 1.04335
H -2.97495 -1.41215 -1.86023
H -1.42830 1.33189 2.77236
H 1.45711 0.93898 -1.37281
H -2.38306 0.14884 -3.51374
H 0.29071 0.21727 -3.35053
H 1.02561 1.74451 3.15718
H 2.54023 1.22268 0.69269
H 1.90845 -0.78733 2.40612
*
```

Values from the calculation:
HOMO: -0.2543 Eh
gap between HOMO and LUMO: 0.2800 Ha



The following is a DFT calculation (wB97M-V/def2-TZVPD) of a cluster of 4 separate species, C20H50BrN4O3S in total at a distorted geometry.

```
! wB97M-V def2-TZVPD RIJCOSX def2/J DEFGRID3
* xyz 1 1
S 0.63475 -0.31313 0.39649
C 1.77693 -1.79777 0.15304
C 2.51793 -2.29673 1.52767
C 3.84770 -1.43229 1.95271
C 5.04066 -1.43262 0.81826
C 5.80791 0.04910 0.70271
C 6.62886 0.00540 -0.71275
C 7.26935 -1.43776 -1.12107
C 7.12677 -2.63904 -0.03345
Br 6.55401 -4.28596 -1.08976
N 6.14320 -2.43021 1.08502
H 0.28802 0.07788 -0.92112
H 1.07067 -2.69433 -0.19311
H 2.49058 -1.58522 -0.75040
H 1.69918 -2.28978 2.38520
H 2.85398 -3.41583 1.38429
H 3.47417 -0.32898 2.19758
H 4.23077 -1.86147 2.99679
H 4.61868 -1.63268 -0.27697
H 5.07713 0.95389 0.83175
H 6.62868 0.02706 1.56889
H 5.83871 0.28007 -1.56256
H 7.45348 0.85524 -0.77924
H 8.43899 -1.25684 -1.28212
H 6.85255 -1.75291 -2.17270
H 8.21166 -2.88028 0.38442
H 5.69916 -3.36209 1.32639
H 6.63992 -2.11842 1.95376
C -3.20503 1.45699 -2.65321
C -2.27397 2.10743 -1.63457
C -2.82009 3.43413 -1.05737
O -2.69991 4.55347 -1.94067
C -3.73441 4.65200 -2.90815
N -0.95025 2.29133 -2.24825
H -3.19157 1.96239 -3.62212
H -2.90779 0.41750 -2.83265
H -4.23885 1.44571 -2.28813
H -2.16978 1.40482 -0.79867
H -2.21891 3.69013 -0.17656
H -3.85373 3.32577 -0.70632
H -4.69769 4.30773 -2.52058
H -3.46056 4.09143 -3.80435
H -3.83198 5.70216 -3.19483
H -0.30732 2.63946 -1.53684
H -1.02672 3.07258 -2.90577
C 2.66409 -6.28203 2.86824
C 4.14022 -6.14547 3.22871
C 4.66270 -7.28441 4.13503
O 4.27616 -7.16792 5.50783
C 2.97453 -7.65694 5.79510
N 4.36144 -4.82625 3.83975
H 2.00028 -6.01931 3.69571
H 2.41174 -5.61679 2.03465
H 2.43030 -7.30636 2.55472
H 4.70632 -6.18791 2.29011
H 5.75846 -7.23864 4.13430
H 4.39342 -8.27103 3.73820
H 2.71293 -8.52327 5.18055
H 2.24002 -6.85960 5.66417
H 2.94915 -7.95743 6.84563
H 5.36230 -4.70257 3.99346
H 3.97561 -4.86251 4.78756
C -10.11441 7.04586 -2.63296
C -9.39947 6.13639 -1.63833
C -7.86542 6.09667 -1.82981
O -7.43102 5.29658 -2.93377
C -7.48151 5.95379 -4.19133
N -9.98708 4.79052 -1.71571
H -10.18274 6.60908 -3.63243
H -11.14022 7.24252 -2.30109
H -9.60419 8.01274 -2.71684
H -9.59423 6.53851 -0.63652
H -7.42757 5.62967 -0.93932
H -7.44057 7.10620 -1.89101
H -7.25276 7.02044 -4.11034
H -8.46195 5.80678 -4.64908
H -6.74025 5.48959 -4.84677
H -9.57114 4.21144 -0.98611
H -9.65095 4.36228 -2.58298
*
```

Values from the calculation:
HOMO: -0.3768 Eh
gap between HOMO and LUMO: 0.2567 Ha



Let's list electronic energy in order: -58965.383; -303909.821; -14844.915; -114520.221 eV.